1.
Below is a 2-piece molecular cluster, C8H17BrFN4O3 overall, with properties calculated with ωB97M-V/def2-TZVPD.

## Properties
* charge: +1
* 2S+1: 1
* maximum force: 0.7 eV/Å
* E_tot: -93424.8519 eV

Atoms and positions in Å:
F -1.70995 -1.77777 1.81835
C -2.83429 -1.29204 1.39646
N -3.98368 -1.90332 1.34091
C -4.81317 -0.97353 0.81504
N -6.10162 -1.17600 0.58522
Br -7.18283 0.11701 -0.12361
N -4.16050 0.17138 0.55608
N -2.85356 -0.03745 0.93633
H -6.50550 -2.07716 0.80149
H -4.47661 1.03875 0.14719
H -2.10918 0.64545 0.83624
C 3.73625 0.44821 2.35756
O 3.09640 -0.16695 1.25946
C 1.77052 -0.56706 1.50007
C 0.92519 -0.41141 0.25708
O 0.60223 0.92895 -0.07998
C 1.61832 1.70821 -0.70535
C 1.79983 1.41301 -2.17378
O 2.39750 0.14953 -2.36501
C 1.96514 -0.52647 -3.52415
H 4.03163 -0.28371 3.11628
H 4.62938 0.93799 1.97691
H 3.09027 1.20039 2.82287
H 1.33077 0.01685 2.31993
H 1.74467 -1.62827 1.78971
H -0.04632 -0.85964 0.47784
H 1.36421 -0.95629 -0.58073
H 2.56639 1.61968 -0.17318
H 1.27317 2.74090 -0.62374
H 2.44073 2.20008 -2.59431
H 0.82913 1.46157 -2.68335
H 0.87138 -0.53097 -3.59771
H 2.31923 -1.55244 -3.45117
H 2.37488 -0.07753 -4.43496

These are the Löwdin partial charges, in e, on atoms 1 to 6:
1. F 0.213
2. C -0.361
3. N 0.254
4. C -0.432
5. N -0.361
6. Br 0.866


2.
Below is a 2-piece molecular cluster, C5H6OS overall at a distorted geometry, with properties calculated with ωB97M-V/def2-TZVPD.

## Properties
* SMILES string: C=CC=C.O=C=S
* 2S+1: 1
* maximum force: 2.9 eV/Å
* E_tot: -18163.2740 eV
* energy relative to the best compared isomer or geometry (same formula, charge and spin): 1.3639 eV

Atoms and positions in Å:
C 3.06037 0.41243 0.33404
C -0.25529 -0.53615 -1.49377
C -1.70451 -0.49405 1.19081
C -0.58111 0.52991 -0.71968
C -1.24039 0.60469 0.57399
O 2.96789 1.54049 0.07328
S 3.35734 -1.09251 0.46569
H -0.65442 -1.46346 -1.17062
H 0.27890 -0.39301 -2.42004
H -1.89085 -1.53195 0.89172
H -1.84626 -0.59311 2.32233
H -0.29360 1.46485 -1.18987
H -1.19804 1.55186 1.14211

These are the Löwdin partial charges, in e, on atoms 1 to 6:
1. C -0.896
2. C 0.014
3. C -0.013
4. C -0.210
5. C -0.190
6. O 0.092


3.
Below is an isolated molecule of C6H10N2 at a distorted geometry, with properties calculated with ωB97M-V/def2-TZVPD.

## Properties
* SMILES string: NCCc1cc[nH]c1
* 2S+1: 1
* maximum force: 6.8 eV/Å
* E_tot: -9362.4081 eV
* energy relative to the best compared isomer or geometry (same formula, charge and spin): 2.0289 eV

Atoms and positions in Å:
C -0.30219 2.01906 0.78616
C -0.43367 0.60585 1.37639
C 0.05658 -0.45492 0.32888
C 1.07715 -1.40587 0.53463
N 1.34688 -1.88996 -0.70234
C 0.60332 -1.35391 -1.62330
C -0.38296 -0.51300 -0.95891
N -1.59089 2.13444 0.02255
H -0.03249 2.97120 1.41910
H 0.58208 2.10523 0.16316
H -1.40550 0.26824 1.71078
H 0.29581 0.42678 2.26947
H 1.63467 -1.71914 1.37350
H 1.72895 -2.83287 -0.83691
H 0.34716 -1.59840 -2.70304
H -0.96739 0.16247 -1.49134
H -1.77700 2.97592 -0.52886
H -2.40762 2.14589 0.71958

These are the Löwdin partial charges, in e, on atoms 1 to 6:
1. C -0.275
2. C -0.157
3. C -0.268
4. C -0.078
5. N -0.033
6. C -0.145


4.
Below is a 3-piece molecular cluster, C6H20NO2S2 overall, with properties calculated with ωB97M-V/def2-TZVPD.

## Properties
* charge: +1
* 2S+1: 1
* maximum force: 0.7 eV/Å
* E_tot: -33794.2620 eV
* energy relative to the best compared isomer or geometry (same formula, charge and spin): 0.0000 eV

Atoms and positions in Å:
N 2.41761 -1.35937 -0.74842
S 3.15904 -0.10105 -1.50421
S 5.04233 0.03921 -0.74153
H 1.90005 -1.07155 0.07614
H 1.77013 -1.79912 -1.42216
H 2.59564 0.99865 -0.97111
H 5.56287 -0.53706 -1.83317
C -2.40852 -1.52890 -1.34283
C -0.97351 -1.06839 -1.49527
C -0.84052 0.03811 -2.52846
O -0.12648 -2.18136 -1.84382
H -2.78070 -1.93095 -2.28888
H -2.48022 -2.31757 -0.59492
H -3.05010 -0.70239 -1.04133
H -0.60825 -0.71099 -0.53048
H -1.16312 -0.31341 -3.51124
H 0.20048 0.36302 -2.62603
H -1.44553 0.90151 -2.25508
H -0.42227 -2.53607 -2.68939
C -0.24896 0.20708 3.13728
C -0.37069 1.18843 1.98166
C -0.41244 2.62829 2.46579
O -1.52011 0.88992 1.18969
H -1.11548 0.29374 3.79611
H -0.21566 -0.82040 2.77188
H 0.64738 0.39737 3.72869
H 0.48256 1.06036 1.30312
H -1.28345 2.78236 3.10650
H -0.49475 3.31573 1.62408
H 0.48014 2.88189 3.03850
H -2.29745 0.99291 1.74890

These are the Löwdin partial charges, in e, on atoms 1 to 6:
1. N -0.257
2. S 0.672
3. S 0.546
4. H 0.065
5. H 0.040
6. H -0.014


5.
Below is C34H39N5O3P2PbS as an isolated structure at a distorted geometry, with properties calculated with ωB97M-V/def2-TZVPD.

## Properties
* charge: +2
* 2S+1: 1
* maximum force: 3.6 eV/Å
* E_tot: -84123.5446 eV
* energy relative to the best compared isomer or geometry (same formula, charge and spin): 0.1330 eV

Atoms and positions in Å:
Pb 1.62135 1.65797 -1.26199
C 0.34361 -2.09714 1.78884
C 1.33123 -2.32020 0.91297
C 1.34089 -3.19366 -0.31906
C 0.77907 -2.65110 -1.66180
C -0.58131 -2.02129 -1.62708
C -1.51637 -2.19687 -0.69881
C -1.49843 -3.21307 0.41452
C -1.01739 -2.66739 1.77691
C -0.56185 1.86752 -1.64868
H 0.52360 -1.39767 2.59533
H 2.27143 -1.76723 1.05626
H 0.90528 -4.18477 -0.12350
H 2.41263 -3.36609 -0.52198
H 1.49242 -1.91369 -2.07627
H 0.79879 -3.50187 -2.37564
H -0.79159 -1.37127 -2.48967
H -2.45991 -1.63202 -0.78118
H -0.93921 -4.12930 0.17122
H -2.54763 -3.53108 0.56791
H -1.71031 -1.87351 2.07932
H -1.08924 -3.47199 2.52424
H -1.04636 2.13719 -0.69375
H -0.81202 0.81185 -1.87775
H -0.88273 2.52909 -2.46996
P 2.52055 -5.83478 -5.70679
P 4.68681 -5.83388 -3.44018
N 0.86382 -6.41888 -5.89068
N 2.83972 -5.85657 -7.45485
N 4.00397 -6.73795 -2.08202
N 6.35289 -5.98007 -2.89164
C 3.29706 -7.45872 -5.28397
C 4.69004 -7.25797 -4.65625
C -0.20427 -5.88166 -5.15255
C -1.33141 -6.66760 -5.37146
C -0.94793 -7.73278 -6.26039
C 0.40452 -7.56663 -6.54767
C 3.14678 -4.68374 -8.16329
C 3.47178 -5.01921 -9.47069
C 3.37550 -6.44618 -9.58497
C 2.98996 -6.93009 -8.33779
C 3.09582 -6.14160 -1.19753
C 2.62652 -7.10335 -0.31525
C 3.24148 -8.34351 -0.67685
C 4.06739 -8.09515 -1.76159
C 7.04575 -7.06257 -2.32902
C 8.40661 -6.76627 -2.32540
C 8.56550 -5.46901 -2.93096
C 7.30191 -5.01331 -3.27783
H 3.38397 -8.12621 -6.15006
H 2.62719 -7.96179 -4.57143
H 5.05322 -8.19348 -4.20169
H 5.43136 -6.97318 -5.42212
H -0.04809 -4.99681 -4.55362
H -2.30867 -6.52190 -4.94363
H -1.57591 -8.52557 -6.63184
H 1.06287 -8.16504 -7.15692
H 3.11235 -3.72553 -7.65809
H 3.76250 -4.33798 -10.26388
H 3.57864 -7.05220 -10.45784
H 2.83072 -7.95054 -8.01715
H 2.87732 -5.08557 -1.29621
H 1.91424 -6.94872 0.49093
H 3.08851 -9.31137 -0.20707
H 4.69422 -8.77274 -2.33317
H 6.52383 -7.93432 -1.97156
H 9.18927 -7.39934 -1.94078
H 9.49851 -4.95103 -3.08551
H 6.96878 -4.10467 -3.75529
O 1.81606 3.53031 0.20796
C 1.05374 3.11582 1.14907
N 0.55510 1.86566 1.11766
S -0.63978 1.60145 2.31461
O -1.92388 1.40678 1.68355
O -0.17958 0.63690 3.28741
C -0.47215 3.25766 2.92792
C -1.25749 3.90671 3.87823
C -1.00433 5.26381 4.14460
C 0.02867 5.93528 3.46925
C 0.80750 5.27312 2.51508
C 0.53671 3.92546 2.25101
H -2.05942 3.37687 4.38707
H -1.60699 5.81255 4.87273
H 0.20665 6.99131 3.68039
H 1.61205 5.76563 1.96677

These are the Löwdin partial charges, in e, on atoms 1 to 6:
1. Pb 1.607
2. C -0.109
3. C -0.091
4. C -0.216
5. C -0.194
6. C -0.153